No. 1
C4H5NO in the gas phase, computed with wB97M-V/def2-TZVPD.

Element x y z (Å)
C (1.11157, 0.97363, 0.74172)
C (0.32572, 0.13616, -0.17518)
C (-0.35294, -0.82418, 0.51019)
O (-1.39574, -1.21980, -0.26717)
C (-1.18190, -0.56666, -1.41796)
N (-0.15374, 0.22039, -1.46282)
H (0.73617, 0.29822, 1.61244)
H (0.56833, 1.83987, 1.10819)
H (2.11916, 1.30398, 0.41767)
H (0.07169, -1.56388, 1.17257)
H (-1.91325, -0.73761, -2.18497)

Results
* LUMO level: 1.00 eV
* electronic energy: -285.335570 a.u.
* structure (SMILES): Cc1cocn1
* energy above the lowest of the compared OMol25 structures with the same formula, charge and spin: 49.6 kcal/mol

Mulliken population analysis, charges in e, atoms 1 to 6: -0.914 0.578 -0.327 -0.305 0.023 -0.552


No. 2
C3HCsFO2 as an isolated structure, computed with wB97M-V/def2-TZVPD.

Element x y z (Å)
H (1.87928, 0.83430, -0.43298)
O (-0.51958, 1.07356, 0.17113)
O (0.30904, -0.90235, 0.06414)
C (0.43688, 1.22301, -0.74571)
C (1.00481, -0.08864, -0.87984)
C (-0.64097, -0.23444, 0.61853)
F (1.18581, -0.67575, -2.03890)
Cs (-3.65528, -1.22970, 3.24364)

Results
* charge: +1
* LUMO level: -3.83 eV
* electronic energy: -384.976236 a.u.
* energy above the lowest of the compared OMol25 structures with the same formula, charge and spin: 63.6 kcal/mol

Mulliken population analysis, charges in e, atoms 1 to 6: 0.266 -0.117 -0.225 -0.532 0.706 0.087


No. 3
CH3NO in the gas phase, computed with wB97M-V/def2-TZVPD.

Element x y z (Å)
C (0.43145, -0.82937, -0.18210)
N (0.22305, 0.44819, -0.05993)
O (-0.89273, 1.01946, 0.28937)
H (-0.45920, -1.32233, -0.32380)
H (1.41219, -1.30253, -0.34699)
H (-0.71475, 1.98656, 0.62344)

Results
* LUMO level: 0.88 eV
* electronic energy: -169.787485 a.u.
* structure (SMILES): C=NO
* energy above the lowest of the compared OMol25 structures with the same formula, charge and spin: 75.4 kcal/mol

Mulliken charges, unit e, in atom order: -0.312 -0.297 -0.343 0.300 0.265 0.386


No. 4
A 16-piece molecular cluster, C46H131N7O25 overall, computed with wB97M-V/def2-TZVPD.

Element x y z (Å)
C (2.14351, 6.00923, 0.84283)
C (1.93434, 4.50315, 0.84199)
O (1.76591, 4.03789, -0.47065)
O (1.11472, 6.60539, 0.12732)
H (3.09928, 6.28622, 0.45084)
H (2.13628, 6.35005, 1.88836)
H (1.06779, 4.20032, 1.47005)
H (2.83124, 4.05442, 1.26424)
H (1.23279, 4.62472, -1.04216)
H (0.62681, 7.23581, 0.76734)
C (-5.49982, 3.70969, -1.52196)
C (-6.37209, 2.87937, -0.62665)
O (-6.87398, 1.70950, -1.27824)
O (-4.31851, 3.02250, -1.90752)
H (-5.03341, 4.54959, -0.86777)
H (-5.91460, 4.16383, -2.39097)
H (-7.19908, 3.50347, -0.41258)
H (-5.76029, 2.54965, 0.22703)
H (-6.49902, 0.94958, -0.82750)
H (-4.55414, 2.15669, -2.28235)
C (5.34206, 1.05804, 2.21943)
C (5.49520, 0.68249, 0.72414)
O (5.33914, -0.71683, 0.48979)
O (3.92571, 0.87966, 2.53062)
H (5.61413, 2.15932, 2.37152)
H (6.02802, 0.45340, 2.89723)
H (6.39088, 1.01956, 0.10735)
H (4.64420, 1.16358, 0.22375)
H (6.19578, -1.11485, 0.60730)
H (3.87244, 0.30017, 3.29023)
C (3.55862, -3.72537, 0.92662)
C (4.76711, -4.30959, 1.63219)
O (5.51154, -5.11093, 0.69764)
O (2.68678, -3.21529, 1.93835)
H (2.98832, -4.42288, 0.31944)
H (3.80271, -2.85623, 0.28084)
H (4.45357, -4.86074, 2.54265)
H (5.41888, -3.50135, 1.89928)
H (5.15188, -6.03114, 0.75554)
H (2.07917, -2.60435, 1.42679)
C (2.61026, 0.90295, -6.15932)
C (1.23055, 0.54631, -5.80270)
O (1.07595, 0.18885, -4.45472)
O (2.73056, 1.24647, -7.51021)
H (3.19283, 0.11896, -5.74617)
H (2.83836, 1.82471, -5.57408)
H (0.91792, -0.25709, -6.45478)
H (0.63851, 1.44737, -5.99867)
H (0.95258, 1.02016, -3.92597)
H (2.90629, 0.42097, -8.05102)
C (1.34320, -3.13149, -3.33420)
C (-0.11856, -3.12025, -3.02394)
O (-0.43568, -1.82697, -2.48047)
O (1.95371, -2.91054, -2.05737)
H (1.61175, -2.30424, -3.94353)
H (1.67929, -4.02629, -3.84344)
H (-0.26598, -3.89014, -2.25404)
H (-0.74052, -3.34076, -3.88903)
H (0.01322, -1.10329, -2.96749)
H (2.86754, -2.62288, -2.22286)
C (4.86410, -6.02161, -4.19258)
C (5.11224, -6.07824, -2.68060)
O (5.84649, -4.98478, -2.19302)
O (4.03404, -5.00129, -4.61869)
H (4.32751, -6.93680, -4.43715)
H (5.87298, -6.07401, -4.69454)
H (5.60571, -7.05670, -2.34654)
H (4.13334, -6.04243, -2.14257)
H (5.69461, -4.94292, -1.27544)
H (4.41636, -4.08692, -4.61506)
C (3.87619, -2.31674, 5.05445)
C (2.46386, -2.86717, 5.19665)
O (2.22605, -4.09918, 4.60378)
O (4.14150, -1.72368, 3.79429)
H (4.49186, -3.16473, 5.28244)
H (4.07531, -1.50336, 5.72048)
H (1.76862, -2.09540, 4.78541)
H (2.19913, -2.97299, 6.25636)
H (2.15315, -3.94930, 3.60571)
H (3.72738, -2.30229, 3.07521)
C (1.71047, -0.24876, 0.06765)
C (0.82743, 0.90753, 0.48432)
O (-0.32271, 1.19118, -0.38505)
O (1.11646, -1.56224, 0.31642)
H (2.68508, -0.11568, 0.51855)
H (1.90691, -0.14639, -0.99771)
H (1.42649, 1.80787, 0.46999)
H (0.48501, 0.74811, 1.52623)
H (-1.06622, 0.56231, -0.25614)
H (0.94238, -1.92412, -0.55473)
C (-1.86685, 1.97869, -3.60003)
C (-0.69566, 3.02228, -3.37930)
C (-1.18990, 4.04187, -2.36096)
O (-0.16142, 5.02612, -2.17834)
C (-0.03636, 6.00304, -3.20282)
N (0.48282, 2.43310, -2.96630)
H (-1.97452, 1.58842, -2.60157)
H (-1.66347, 1.18807, -4.29926)
H (-2.81100, 2.43158, -3.84917)
H (-0.64740, 3.52120, -4.36923)
H (-1.30937, 3.62927, -1.35317)
H (-2.19674, 4.52751, -2.48628)
H (0.64781, 6.72054, -2.65862)
H (-0.97479, 6.46085, -3.55306)
H (0.64887, 5.64963, -3.94496)
H (0.32952, 1.81971, -2.14814)
H (1.20404, 3.08509, -2.69459)
C (-0.76258, -2.07484, 3.13893)
C (-1.49752, -2.99501, 4.10559)
C (-2.83029, -3.37740, 3.52302)
O (-3.64660, -2.23662, 3.37338)
C (-4.35304, -2.10568, 4.56208)
N (-0.76968, -4.24391, 4.31378)
H (0.20822, -1.76029, 3.48825)
H (-1.32656, -1.12339, 3.00438)
H (-0.70247, -2.44847, 2.09136)
H (-1.59098, -2.48081, 5.11329)
H (-3.38485, -4.13075, 4.09105)
H (-2.70014, -3.83570, 2.54125)
H (-4.91286, -3.01467, 4.85582)
H (-5.13587, -1.35880, 4.33977)
H (-3.86945, -1.78509, 5.46875)
H (-1.25861, -4.78521, 5.03601)
H (0.18105, -4.08766, 4.65619)
C (4.40673, 0.57118, -2.61755)
C (4.48121, -0.78738, -3.27905)
C (5.48193, -0.79393, -4.36962)
O (5.52909, -2.16322, -4.93003)
C (6.03120, -2.35681, -6.22183)
N (4.56787, -1.95392, -2.37405)
H (3.64902, 0.67115, -1.83969)
H (4.28057, 1.37369, -3.32808)
H (5.33636, 0.81552, -2.06542)
H (3.42979, -1.07152, -3.65748)
H (6.51507, -0.51901, -4.01895)
H (5.28684, -0.08640, -5.13848)
H (5.88442, -1.53479, -6.89853)
H (5.51933, -3.26953, -6.60877)
H (7.07804, -2.67553, -6.20063)
H (5.23565, -2.61232, -2.76392)
H (5.00050, -1.61387, -1.53523)
C (0.45651, -6.36868, 1.94786)
C (-0.96872, -6.74686, 1.82194)
C (-1.70106, -5.70530, 0.93520)
O (-3.06712, -5.98924, 0.99488)
C (-3.91368, -5.12021, 0.22616)
N (-1.19563, -8.09527, 1.42468)
H (0.99711, -7.12966, 2.57303)
H (0.54147, -5.43946, 2.49627)
H (1.01472, -6.23187, 0.99506)
H (-1.34528, -6.64434, 2.83176)
H (-1.31659, -5.76863, -0.08733)
H (-1.46319, -4.65719, 1.23209)
H (-3.83294, -4.10799, 0.70077)
H (-4.92195, -5.55070, 0.18884)
H (-3.58831, -5.10166, -0.80353)
H (-2.14935, -8.30763, 1.42523)
H (-0.76899, -8.41869, 0.59798)
C (-4.45255, -1.07816, -1.96527)
C (-3.72081, -0.34930, -0.79572)
C (-4.30506, -0.59930, 0.57649)
O (-5.71144, -0.06960, 0.62051)
C (-6.29621, -0.62207, 1.77565)
N (-2.32655, -0.74263, -0.53362)
H (-5.50622, -0.79692, -1.87819)
H (-4.26989, -2.13003, -1.86279)
H (-4.12700, -0.69285, -2.95547)
H (-3.73087, 0.72567, -1.02759)
H (-3.70039, -0.05481, 1.27213)
H (-4.27510, -1.67745, 0.85436)
H (-5.62570, -0.40298, 2.58310)
H (-6.52438, -1.67656, 1.58016)
H (-7.12746, 0.03182, 1.83448)
H (-2.28504, -1.57223, 0.05337)
H (-1.72640, -0.91723, -1.36565)
C (-6.67768, 4.31091, 2.59581)
C (-5.52229, 4.02744, 3.48270)
C (-4.40977, 3.20865, 2.84968)
O (-3.93657, 3.85986, 1.70758)
C (-2.97084, 3.12896, 0.91010)
N (-5.21762, 5.36171, 4.08666)
H (-7.56031, 4.57937, 3.17553)
H (-7.03876, 3.49102, 2.00129)
H (-6.42987, 5.13056, 1.93499)
H (-5.81431, 3.38687, 4.34169)
H (-4.79511, 2.24545, 2.57108)
H (-3.53635, 3.10708, 3.55515)
H (-2.05198, 3.00541, 1.46567)
H (-2.89587, 3.77865, 0.03854)
H (-3.31793, 2.13750, 0.58564)
H (-4.97198, 5.96251, 3.29077)
H (-4.37030, 5.25050, 4.61984)
C (-2.54489, 6.70530, 0.68883)
C (-1.97236, 7.21309, 2.07800)
C (-1.41224, 5.97614, 2.73049)
O (-0.69918, 6.34776, 3.88859)
C (-0.21554, 5.18657, 4.57739)
N (-0.86336, 8.17125, 1.78372)
H (-2.86679, 7.53220, 0.03028)
H (-3.45550, 6.15522, 0.92953)
H (-1.79901, 6.09608, 0.18557)
H (-2.74125, 7.72117, 2.59824)
H (-0.78925, 5.49303, 1.97452)
H (-2.29597, 5.36149, 2.93014)
H (0.46516, 4.55210, 3.97997)
H (-0.96830, 4.47749, 4.91199)
H (0.39328, 5.62531, 5.40542)
H (-1.29513, 8.92587, 1.20594)
H (-0.57243, 8.68969, 2.60543)

Results
* LUMO level: 0.46 eV
* electronic energy: -4095.227901 a.u.
* energy above the lowest of the compared OMol25 structures with the same formula, charge and spin: 44.3 kcal/mol

Mulliken population analysis, charges in e, atoms 1 to 6: -0.876 0.263 -0.443 -0.490 0.377 0.437


No. 5
A 3-piece molecular cluster, C4H14N2O4 overall, computed with wB97M-V/def2-TZVPD.

Element x y z (Å)
N (1.10748, -1.23627, 1.55492)
C (1.63436, -0.38083, 0.57490)
C (1.69060, -0.90584, -0.98178)
N (0.33954, -1.07092, -1.44366)
C (-0.60706, 0.06346, -1.40891)
C (-1.80681, -0.42062, -0.58152)
O (-1.89203, -0.38852, 0.63968)
O (-2.89492, -0.76599, -1.26977)
H (0.12767, -1.38055, 1.28082)
H (1.51108, -2.11444, 1.70176)
H (2.67387, -0.15546, 0.81709)
H (1.06866, 0.59104, 0.38589)
H (2.46963, -0.34498, -1.53279)
H (2.12547, -1.92956, -0.87978)
H (0.31490, -1.51517, -2.35580)
H (-0.81133, 0.48399, -2.30076)
H (-0.22404, 0.84425, -0.80642)
H (-3.73165, -1.02639, -0.73939)
O (-0.54133, 3.02993, -0.23804)
H (-0.28985, 3.91986, 0.11750)
H (-0.65131, 2.36755, 0.59939)
O (-0.59467, 1.15699, 2.40044)
H (0.16171, 0.47439, 2.52988)
H (-1.17998, 0.70413, 1.93634)

Results
* LUMO level: 0.56 eV
* electronic energy: -571.234701 a.u.
* structure (SMILES): NCCNCC(=O)O.O.O
* energy above the lowest of the compared OMol25 structures with the same formula, charge and spin: 43.4 kcal/mol

Mulliken population analysis, charges in e, atoms 1 to 6: -0.506 -0.305 -0.794 -0.239 -0.200 0.533


no.,orbital gap (eV)
1,10.13
2,9.23
3,10.28
4,9.18
5,9.67